Record 1
Density functional theory data (ωB97M-V with the def2-TZVPD basis set) for a structure of composition C18H32Br6O10 at a distorted geometry.

Cartesian coordinates (Å):
Br 5.932 -8.219 -23.245
Br 3.234 -6.304 -13.752
Br -0.117 -5.947 -16.852
Br 2.008 -2.104 -12.252
Br 0.295 -8.456 -14.197
Br 3.281 -6.029 -20.192
O 2.776 -4.614 -17.163
O 6.223 -5.696 -19.080
O 5.538 -7.498 -20.218
O 1.688 -8.595 -19.469
O 4.914 0.877 -14.803
O 0.722 -8.906 -21.461
O 4.898 -7.185 -18.101
O 4.186 -1.200 -14.753
O 5.275 -0.370 -12.973
O 1.944 -10.526 -20.531
C 5.546 -6.842 -19.219
C 3.103 -3.693 -12.688
C 4.845 -6.388 -21.325
C 4.122 0.743 -15.973
C 3.693 -0.727 -16.025
C 1.396 -9.305 -20.561
C 4.812 -0.228 -14.052
C 2.705 -9.256 -18.723
C -1.454 -6.728 -15.630
C 5.513 -3.707 -17.926
C 6.035 -5.138 -17.777
C 2.785 -10.634 -19.376
C 4.456 -7.611 -22.145
C -0.862 -6.897 -14.258
C 5.038 -6.116 -17.148
C 2.346 -9.219 -17.258
C 2.197 -0.876 -16.050
C 2.175 -4.770 -13.155
H 1.569 -0.310 -15.361
H 1.818 -0.661 -17.053
H 1.440 -9.773 -17.009
H 6.922 -5.071 -17.147
H 1.977 -4.498 -16.631
H 3.639 -3.882 -11.765
H 5.971 -3.287 -18.821
H 4.736 0.959 -16.850
H 5.454 -6.519 -16.226
H 3.145 -9.566 -16.597
H 3.583 -7.437 -22.765
H -2.253 -5.982 -15.615
H 4.233 -8.392 -21.421
H 1.571 -5.163 -12.342
H 3.833 -10.796 -19.627
H 4.432 -3.689 -18.091
H 1.949 -1.914 -15.815
H 4.203 -1.299 -16.796
H 2.608 -5.408 -17.688
H -0.263 -6.011 -14.062
H 4.047 -5.703 -16.966
H 3.310 1.467 -15.929
H 3.668 -8.753 -18.827
H 5.105 -5.559 -21.980
H -2.003 -7.554 -16.079
H 5.682 -3.102 -17.036
H 3.804 -3.426 -13.474
H 2.232 -8.182 -16.928
H -1.642 -6.923 -13.500
H 5.705 -6.624 -20.705
H 1.571 -4.439 -13.993
H 2.389 -11.420 -18.733

Summary:
**2S+1**: 1
**F_max**: 19.132 eV/Å
**HOMO-LUMO gap**: 7.07 eV
**Energy relative to the best compared isomer or geometry (same formula, charge and spin)**: 736.3 kJ/mol

Atom charges from the natural (NBO) analysis, given in e for atoms 1 to 2: Br -0.0098; Br -0.0200

Record 2
Density functional theory data (ωB97M-V with the def2-TZVPD basis set) for a cluster of 2 separate species, C7H10N3 in total at a distorted geometry.

Cartesian coordinates (Å):
N 1.057 -1.495 -2.345
N 0.045 -0.310 -0.086
N 2.384 0.123 -0.045
C -1.383 1.234 0.974
C 0.908 1.736 0.742
C -0.344 2.141 1.061
C 1.083 0.484 0.158
C 0.570 -1.813 -1.349
C -2.148 -1.100 0.341
C -1.170 -0.004 0.393
H 0.406 -2.527 -0.642
H -3.158 -0.895 0.510
H 2.984 0.863 -0.246
H -1.886 -1.903 1.191
H 2.628 -0.898 -0.073
H -2.137 -1.476 -0.751
H -0.402 3.180 1.403
H -2.299 1.672 1.329
H 1.740 2.389 0.854
H 1.123 -1.403 -3.418

Summary:
**2S+1**: 1
**F_max**: 3.998 eV/Å
**HOMO-LUMO gap**: 8.21 eV
**Total charge**: +1
**Energy relative to the best compared isomer or geometry (same formula, charge and spin)**: 255.6 kJ/mol

Atom charges from the natural (NBO) analysis, given in e for atoms 1 to 2: N -0.5299; N -0.4753

Record 3
Density functional theory data (ωB97M-V with the def2-TZVPD basis set) for the molecule C18H21N3O2S2.

Cartesian coordinates (Å):
S -0.902 -3.730 -0.424
S -3.731 1.271 2.508
O 0.874 0.564 1.038
O 3.126 -1.112 -0.499
N 0.829 -2.115 0.732
N -0.278 -1.373 1.135
N 1.704 -3.800 -0.603
C 2.587 -0.339 -1.562
C -3.744 3.628 1.005
C -0.188 -0.014 1.178
C -2.411 0.188 2.343
C -1.474 0.651 1.470
C -0.572 3.902 0.075
C 0.627 -3.165 -0.090
C -1.827 1.919 0.907
C 0.187 2.510 -2.194
C 0.227 4.510 -0.876
C 3.086 -3.538 -0.273
C 3.682 -2.320 -1.006
C 3.300 -0.821 -2.820
C 3.440 -2.313 -2.521
C -0.611 1.900 -1.246
C -3.024 2.379 1.371
C 0.609 3.817 -2.011
C -0.995 2.589 -0.100
H 0.557 5.528 -0.728
H -4.802 3.426 0.848
H 0.482 1.966 -3.080
H 1.236 4.292 -2.752
H 4.760 -2.303 -0.784
H 1.677 -1.541 0.649
H 4.252 -2.787 -3.067
H 1.483 -4.628 -1.134
H -0.950 0.884 -1.395
H 4.282 -0.355 -2.901
H 3.669 -4.422 -0.538
H 2.731 -0.619 -3.724
H 2.747 0.712 -1.321
H -3.661 4.368 1.802
H -0.852 4.436 0.971
H -1.149 -1.875 0.960
H -2.386 -0.709 2.930
H 3.181 -3.364 0.804
H -3.321 4.048 0.095
H 2.506 -2.828 -2.748
H 1.506 -0.517 -1.641

Summary:
**SMILES**: Cc1scc(C(=O)NNC(=S)NC[C@H]2CCCO2)c1-c1ccccc1
**2S+1**: 1
**F_max**: 0.677 eV/Å
**HOMO-LUMO gap**: 9.09 eV
**Energy relative to the best compared isomer or geometry (same formula, charge and spin)**: 133.6 kJ/mol

Atom charges from the natural (NBO) analysis, given in e for atoms 1 to 2: S -0.3083; S 0.4451

Record 4
Density functional theory data (ωB97M-V with the def2-TZVPD basis set) for the molecule C8H16S3 at a distorted geometry.

Cartesian coordinates (Å):
S -0.068 -0.339 0.359
S 1.604 -4.139 -1.093
S -1.094 4.447 -0.444
C -0.018 -0.733 -1.447
C 0.380 2.399 0.796
C -0.914 3.240 0.905
C 0.766 -1.532 -0.729
C 0.325 -3.119 1.162
C 0.425 -2.947 -0.354
C -1.696 1.929 0.655
C -0.474 1.192 1.255
H -1.911 1.703 -0.396
H -0.447 -2.453 1.565
H -0.521 1.077 2.342
H -0.863 3.630 -1.481
H 0.803 2.316 -0.212
H 1.177 2.686 1.486
H -0.532 -3.217 -0.815
H 0.077 -4.149 1.422
H -0.975 -1.073 -1.835
H -2.624 1.827 1.227
H 2.670 -3.759 -0.367
H 1.117 -0.587 0.939
H 0.270 0.287 -1.682
H 1.276 -2.863 1.645
H -1.077 3.663 1.902
H 1.722 -1.164 -0.357

Summary:
**2S+1**: 1
**F_max**: 8.229 eV/Å
**HOMO-LUMO gap**: 6.59 eV
**Energy relative to the best compared isomer or geometry (same formula, charge and spin)**: 535.0 kJ/mol

Atom charges from the natural (NBO) analysis, given in e for atoms 1 to 2: S 0.4704; S -0.0448

Record 5
Density functional theory data (ωB97M-V with the def2-TZVPD basis set) for a cluster of 7 separate species, C4H22O7 in total at a distorted geometry.

Cartesian coordinates (Å):
O -2.883 -2.555 -0.254
O -0.666 -0.126 -0.236
O 2.119 3.227 2.193
O -0.942 2.673 0.548
O 2.256 -3.813 -1.716
O 2.578 -4.645 1.557
O 1.554 1.984 -3.201
C 0.664 -0.521 -0.615
C 1.564 -0.664 0.640
C -2.359 2.752 0.769
C -3.090 2.404 -0.565
H -2.612 2.062 1.573
H -4.180 2.430 -0.572
H 3.139 -5.263 2.026
H 1.043 1.654 -2.462
H 1.182 0.216 -1.229
H -1.194 -0.913 -0.080
H -3.155 -3.068 0.507
H -2.782 3.136 -1.311
H -0.839 1.786 0.196
H 1.406 2.930 -3.192
H 1.523 0.119 1.397
H 0.461 -1.389 -1.242
H 1.264 -1.619 1.071
H -2.787 1.415 -0.908
H 1.507 3.707 2.750
H -2.570 3.747 1.161
H 1.562 2.764 1.567
H 2.640 -2.963 -1.500
H 2.614 -0.813 0.388
H -3.646 -2.017 -0.466
H 2.049 -4.235 2.241
H 2.580 -4.403 -1.036

Summary:
**2S+1**: 2
**F_max**: 2.564 eV/Å
**HOMO-LUMO gap (alpha / beta)**: 10.17 / 3.17 eV
**<S²>**: 0.755
**Total charge**: +1
**Energy relative to the best compared isomer or geometry (same formula, charge and spin)**: 0.0 kJ/mol

Atom charges from the natural (NBO) analysis, given in e for atoms 1 to 2: O -0.9509; O -0.7692

Record 6
Density functional theory data (ωB97M-V with the def2-TZVPD basis set) for a structure of composition C5H11O4Y at a distorted geometry.

Cartesian coordinates (Å):
Y 2.301 2.413 0.452
O 0.892 -0.011 0.140
O -2.311 0.512 -0.502
O 3.443 0.895 0.626
O 0.785 1.220 -0.676
C -1.515 0.199 0.594
C 2.029 -0.902 -0.175
C -3.693 0.447 -0.234
C -0.388 -0.706 0.171
C 3.310 -0.093 -0.337
H -2.127 -0.225 1.410
H -0.229 -1.524 0.881
H 2.065 -1.558 0.702
H -3.982 -0.576 0.058
H -0.556 -1.113 -0.834
H -3.992 1.142 0.569
H 3.340 0.306 -1.368
H 4.121 -0.843 -0.278
H 1.776 -1.469 -1.080
H -4.215 0.735 -1.154
H -1.054 1.152 1.036

Summary:
**2S+1**: 1
**F_max**: 2.343 eV/Å
**HOMO-LUMO gap**: 6.22 eV
**Total charge**: +2
**Energy relative to the best compared isomer or geometry (same formula, charge and spin)**: 251.9 kJ/mol

Atom charges from the Mulliken analysis, given in e for atoms 1 to 2: Y 1.8754; O 0.2443

Record 7
Density functional theory data (ωB97M-V with the def2-TZVPD basis set) for a structure of composition C23H14F3IrNO5.

Cartesian coordinates (Å):
Ir -0.019 0.017 -0.295
F -3.980 8.530 -1.224
F -3.329 8.730 0.828
F -5.207 7.764 0.384
O -1.226 -1.964 3.035
O -0.025 -0.220 -2.358
O -0.279 -0.415 1.713
O -0.747 -1.666 -3.918
O -3.013 -5.171 -0.668
N -0.970 -1.737 -0.437
C -1.299 2.852 -0.230
C 1.895 0.699 0.077
C -2.492 4.593 1.010
C -2.072 4.884 -1.352
C -3.236 6.574 -0.117
C -3.132 5.815 1.044
C 2.441 -3.024 0.090
C 2.865 -3.249 -1.206
C -2.070 -3.480 0.639
C -1.370 -2.302 0.698
C -2.327 -4.017 -0.633
C -1.955 4.112 -0.193
C -2.706 6.114 -1.313
C -1.195 -2.201 -1.659
C -0.733 1.766 -0.264
C 3.055 -2.174 -2.079
C 2.365 -0.635 -0.349
C 2.802 -0.887 -1.661
C -1.892 -3.378 -1.801
C -0.950 -1.514 1.948
C -3.937 7.901 -0.041
C -0.624 -1.304 -2.772
C 2.191 -1.724 0.521
H -3.550 6.185 1.971
H -2.396 3.996 1.906
H 2.306 -3.851 0.774
H 2.220 1.542 -0.524
H 1.991 0.887 1.144
H -2.090 -3.774 -2.789
H -2.414 -3.978 1.534
H 3.382 -2.356 -3.094
H 2.904 -0.059 -2.351
H -1.662 4.508 -2.280
H -3.148 -5.458 -1.579
H -2.793 6.711 -2.209
H 1.875 -1.535 1.539
H 3.056 -4.258 -1.548

Summary:
**2S+1**: 2
**F_max**: 0.288 eV/Å
**HOMO-LUMO gap (alpha / beta)**: 7.49 / 6.62 eV
**<S²>**: 0.779
**Energy relative to the best compared isomer or geometry (same formula, charge and spin)**: 14.7 kJ/mol

Atom charges from the natural (NBO) analysis, given in e for atoms 1 to 2: Ir 1.1930; F -0.3204

Record 8
Density functional theory data (ωB97M-V with the def2-TZVPD basis set) for the molecule C4H12N2O.

Cartesian coordinates (Å):
O 2.017 0.978 0.681
N -2.479 0.061 0.092
N -1.065 -0.291 0.024
C -0.714 -0.965 1.279
C 1.632 -0.462 -1.213
C -0.290 0.958 -0.181
C 1.222 0.818 -0.496
H -0.820 -0.311 2.151
H 0.969 -0.692 -2.051
H 0.309 -1.347 1.252
H -0.422 1.632 0.677
H 2.652 -0.359 -1.602
H 1.662 -1.318 -0.531
H -1.355 -1.843 1.430
H 1.490 1.659 -1.147
H -2.781 0.511 -0.776
H 1.753 0.290 1.314
H -3.054 -0.785 0.148
H -0.727 1.466 -1.051

Summary:
**SMILES**: C[C@H](O)CN(C)N
**2S+1**: 1
**F_max**: 0.700 eV/Å
**HOMO-LUMO gap**: 8.98 eV
**Energy relative to the best compared isomer or geometry (same formula, charge and spin)**: 233.4 kJ/mol

Atom charges from the natural (NBO) analysis, given in e for atoms 1 to 2: O -0.7169; N -0.6985